(1)
42
Properties=species:S:1:pos:R:3 method="wB97M-V/def2-TZVPD" smiles=CO.CO.CO.CO.CO.CO.CO lumo_ev=0.334 e_above_lowest_kcal_mol=98.04 orbital_gap_ev=10.271
C -0.436 -5.073 -0.355
O -1.121 -6.302 -0.434
H -1.008 -4.345 0.221
H 0.463 -5.182 0.252
H -0.037 -4.657 -1.280
H -0.510 -7.042 -0.398
C -0.830 -0.405 -0.042
O -0.367 -0.159 -1.404
H -1.877 -0.110 0.038
H -0.730 -1.468 0.177
H -0.277 0.161 0.708
H 0.587 -0.267 -1.389
C 1.653 2.624 0.810
O 1.313 3.072 2.092
H 0.846 2.892 0.128
H 2.517 3.172 0.434
H 1.784 1.554 0.652
H 1.928 2.732 2.746
C -3.005 -1.017 2.921
O -2.972 -2.221 2.140
H -2.473 -0.273 2.328
H -4.040 -0.726 3.100
H -2.550 -1.214 3.891
H -3.295 -2.126 1.241
C -1.976 2.553 2.107
O -3.095 2.931 2.832
H -1.501 3.402 1.615
H -1.363 2.019 2.833
H -2.348 2.014 1.236
H -3.164 2.351 3.594
C 3.839 -0.262 -2.032
O 2.415 -0.509 -2.014
H 4.095 0.468 -1.263
H 4.387 -1.189 -1.866
H 4.036 0.131 -3.029
H 2.166 -1.148 -2.686
C 1.431 2.347 -3.558
O 0.198 2.545 -2.779
H 1.641 3.215 -4.183
H 2.300 2.272 -2.904
H 1.310 1.490 -4.221
H 0.068 1.750 -2.256

(2)
42
Properties=species:S:1:pos:R:3 method="wB97M-V/def2-TZVPD" lumo_ev="-2.546 / -9.988" e_above_lowest_kcal_mol=63.73 orbital_gap_ev="9.693 / 2.241" multiplicity=2 charge=+1
C -3.506 0.591 -2.678
O -3.246 1.973 -2.874
H -4.571 0.366 -2.617
H -2.985 0.058 -3.473
H -3.094 0.167 -1.763
H -4.064 2.461 -2.753
C -0.525 -0.469 0.211
O 0.797 -0.698 -0.294
H -1.341 -0.637 -0.492
H -0.618 -0.932 1.194
H -0.748 0.586 0.369
H 0.883 -1.613 -0.569
C 0.548 -3.907 -0.139
O 1.203 -3.318 -1.248
H -0.487 -3.578 -0.042
H 0.479 -4.990 -0.242
H 1.147 -3.691 0.746
H 0.658 -3.586 -1.992
C -2.811 3.619 -0.125
O -3.006 4.676 0.758
H -1.753 3.364 -0.073
H -3.298 2.716 0.242
H -3.149 3.823 -1.141
H -3.952 4.812 0.840
C 4.640 -2.404 -0.658
O 4.045 -2.949 -1.805
H 5.709 -2.255 -0.806
H 4.253 -1.406 -0.455
H 4.514 -3.041 0.218
H 3.107 -3.080 -1.648
C 3.437 1.586 -0.193
O 4.280 2.387 0.669
H 3.412 0.553 0.153
H 2.432 2.005 -0.152
H 3.796 1.614 -1.222
H 5.050 1.835 0.824
C -2.011 0.905 3.779
O -1.692 -0.481 3.609
H -2.602 1.282 2.945
H -2.649 0.986 4.658
H -1.085 1.472 3.874
H -1.196 -0.802 4.365

(3)
12
Properties=species:S:1:pos:R:3 method="wB97M-V/def2-TZVPD" lumo_ev="0.291 / -1.661" orbital_gap_ev="7.558 / 7.540" multiplicity=3
C 0.201 0.602 -0.003
C 0.190 -0.802 0.016
C 1.489 1.135 -0.001
C 2.389 -0.129 0.005
C 1.489 -1.230 0.017
C 1.744 2.599 0.009
C 3.698 -0.033 -0.006
O 4.833 0.117 -0.019
F 1.921 -2.486 0.022
F 0.562 3.221 0.021
H -0.694 1.200 -0.029
H -0.683 -1.426 0.025

(4)
47
Properties=species:S:1:pos:R:3 method="wB97M-V/def2-TZVPD" smiles="C=C(C)CCCC=O.O.O.O.O.O.O.O.O.O" lumo_ev=0.331 e_above_lowest_kcal_mol=51.30 orbital_gap_ev=9.512
C -2.285 -2.086 -2.832
C -1.845 -2.766 -1.780
C -1.289 -4.142 -2.001
C -1.771 -2.162 -0.399
C -0.781 -2.781 0.560
C -0.994 -2.447 2.055
C -0.119 -3.363 2.858
O 0.606 -2.954 3.739
H -2.402 -2.598 -3.785
H -2.499 -1.043 -2.943
H -1.544 -4.389 -3.042
H -0.206 -4.140 -2.228
H -1.713 -4.926 -1.398
H -1.564 -1.087 -0.439
H -2.811 -2.222 -0.049
H -0.814 -3.874 0.584
H 0.241 -2.455 0.306
H -0.809 -1.416 2.300
H -2.021 -2.687 2.374
H -0.233 -4.476 2.778
O -0.112 3.790 -2.238
H -0.283 4.232 -3.066
H 0.587 3.134 -2.283
O 2.252 1.965 -3.144
H 3.200 1.832 -3.209
H 1.876 1.068 -3.096
O -0.152 0.020 3.742
H -0.148 0.259 4.681
H 0.225 -0.875 3.901
O -0.106 1.737 -0.192
H -0.808 2.269 0.190
H 0.304 1.179 0.499
O 3.564 2.802 1.693
H 4.116 2.330 1.074
H 3.082 3.612 1.516
O 0.309 0.120 -2.151
H 0.799 -0.599 -1.754
H 0.243 1.005 -1.754
O 1.726 4.305 -0.394
H 2.152 3.839 -1.119
H 0.858 3.910 -0.304
O -2.609 2.568 -0.475
H -2.310 1.762 -0.917
H -2.500 3.254 -1.141
O 1.667 0.676 1.606
H 1.034 0.635 2.346
H 2.053 1.564 1.718

(5)
46
Properties=species:S:1:pos:R:3 method="wB97M-V/def2-TZVPD" smiles="C=CCCCCCO.O.O.O.O.O.O.O.O" lumo_ev=0.165 e_above_lowest_kcal_mol=100.53 orbital_gap_ev=9.447
C -0.158 -2.926 1.940
C -0.612 -2.230 0.907
C 0.028 -0.943 0.543
C 0.631 -0.095 1.650
C 0.287 1.366 1.788
C -0.924 1.932 2.561
C -2.164 1.104 2.499
O -3.275 2.030 2.415
H -0.597 -3.818 2.351
H 0.739 -2.687 2.492
H -1.499 -2.350 0.364
H -0.815 -0.422 -0.003
H 0.793 -1.278 -0.323
H 0.509 -0.566 2.681
H 1.740 -0.213 1.633
H 0.555 1.787 0.775
H 1.141 2.057 2.272
H -0.731 1.924 3.661
H -1.296 2.904 2.109
H -2.342 0.340 3.325
H -2.171 0.484 1.587
H -3.261 2.572 1.645
O 3.481 -1.036 -0.047
H 3.948 -0.714 -0.823
H 2.962 -1.786 -0.176
O 2.448 0.157 -2.645
H 2.201 0.347 -3.582
H 3.257 -0.287 -2.722
O 0.855 2.593 -1.298
H 0.917 3.412 -1.735
H 1.646 2.044 -1.517
O -1.081 -1.568 -2.727
H -1.996 -1.758 -2.512
H -1.189 -0.683 -3.008
O 1.990 -3.047 -2.505
H 2.117 -2.938 -1.530
H 1.110 -3.274 -2.681
O -2.120 0.858 -2.468
H -2.536 0.734 -1.656
H -1.193 0.976 -2.409
O 3.018 2.206 0.493
H 3.148 1.220 0.674
H 3.483 2.541 1.319
O -3.458 -0.753 -0.347
H -4.097 -1.391 -0.212
H -3.632 0.158 -0.178

(6)
61
Properties=species:S:1:pos:R:3 method="wB97M-V/def2-TZVPD" lumo_ev=1.864 e_above_lowest_kcal_mol=113.97 orbital_gap_ev=9.094 charge=-1
B 0.744 -0.107 0.837
H 0.547 0.042 1.887
H 1.031 0.823 0.371
H 1.491 -0.873 0.698
H -0.239 -0.371 0.479
C -1.713 1.986 -3.435
O -2.416 2.667 -4.152
N -2.056 1.515 -2.316
N -0.452 1.807 -3.776
H -2.971 1.875 -2.089
H -1.370 1.052 -1.737
H 0.181 1.208 -3.266
H -0.131 2.396 -4.531
C -0.997 -4.914 2.284
O -1.164 -6.134 2.316
N 0.147 -4.395 1.935
N -1.931 -3.970 2.459
H 0.815 -5.130 1.749
H 0.268 -3.393 1.926
H -1.689 -2.990 2.415
H -2.869 -4.342 2.497
C 3.099 -2.065 -3.453
O 3.489 -2.419 -4.521
N 3.482 -0.969 -2.759
N 2.371 -2.850 -2.758
H 4.297 -0.524 -3.156
H 3.129 -0.823 -1.824
H 2.040 -2.509 -1.866
H 2.099 -3.751 -3.124
C -2.967 2.950 2.415
O -3.510 4.043 2.726
N -3.478 1.721 2.304
N -1.683 2.951 2.235
H -4.345 1.484 2.766
H -2.958 1.046 1.761
H -1.216 3.829 2.410
H -1.200 2.095 2.004
C -6.179 -2.606 -0.753
O -6.202 -3.338 0.176
N -7.152 -2.631 -1.599
N -5.211 -1.791 -1.085
H -7.127 -1.953 -2.348
H -7.871 -3.341 -1.586
H -4.316 -2.072 -0.711
H -5.268 -1.203 -1.905
C 5.548 0.027 3.204
O 6.567 0.581 3.418
N 4.370 0.568 3.268
N 5.506 -1.240 2.666
H 4.225 1.435 3.765
H 3.664 0.174 2.663
H 6.387 -1.702 2.494
H 4.656 -1.772 2.538
C 2.865 5.086 -0.924
O 3.594 6.039 -1.248
N 3.286 3.949 -0.503
N 1.605 5.155 -0.884
H 4.289 3.916 -0.383
H 2.621 3.318 -0.080
H 1.276 6.083 -1.111
H 0.993 4.358 -0.785

(7)
62
Properties=species:S:1:pos:R:3 method="wB97M-V/def2-TZVPD" lumo_ev=0.382 e_above_lowest_kcal_mol=9.04 orbital_gap_ev=9.031
N -0.583 -0.047 0.030
H -1.515 -0.215 0.420
H 0.048 -0.847 0.236
H -0.170 0.835 0.340
H -0.759 -0.208 -0.986
F 1.233 -2.011 0.406
C 3.597 -0.201 -2.157
O 4.412 0.330 -2.918
N 2.321 -0.595 -2.532
N 3.845 -0.531 -0.862
H 1.645 -0.586 -1.787
H 2.032 -0.446 -3.478
H 4.714 -0.513 -0.369
H 3.075 -0.959 -0.329
C -3.568 1.464 -0.839
O -3.311 0.541 -0.064
N -2.736 2.554 -0.914
N -4.578 1.341 -1.750
H -1.937 2.506 -0.294
H -3.150 3.394 -1.278
H -4.759 2.000 -2.482
H -5.291 0.683 -1.497
C -0.828 -0.932 -3.580
O -1.376 -0.526 -2.548
N -0.529 -0.044 -4.576
N -0.348 -2.197 -3.682
H -0.092 -0.337 -5.430
H -0.568 0.937 -4.383
H -0.378 -2.715 -2.795
H -0.114 -2.558 -4.586
C 3.197 1.171 1.996
O 3.608 2.081 1.284
N 1.875 0.787 2.129
N 4.063 0.423 2.758
H 1.276 1.396 1.584
H 1.681 -0.206 2.160
H 3.804 -0.394 3.274
H 4.996 0.782 2.847
C 0.204 3.796 1.055
O -0.145 2.616 0.874
N -0.642 4.855 0.859
N 1.480 4.125 1.385
H -1.602 4.690 0.630
H -0.424 5.797 1.122
H 1.776 5.080 1.316
H 2.214 3.430 1.483
C -1.486 -4.039 -0.395
O -1.794 -3.366 0.570
N -2.287 -5.056 -0.909
N -0.377 -3.754 -1.164
H -1.759 -5.799 -1.339
H -3.077 -5.342 -0.359
H 0.259 -3.021 -0.824
H 0.014 -4.375 -1.851
C -0.878 -0.851 3.707
O -0.725 -1.039 2.521
N -1.549 0.252 4.239
N -0.227 -1.578 4.687
H -2.344 0.673 3.792
H -1.540 0.458 5.220
H 0.212 -2.433 4.397
H -0.136 -1.276 5.634

(8)
48
Properties=species:S:1:pos:R:3 method="wB97M-V/def2-TZVPD" smiles=CO.CO.CO.CO.CO.CO.CO.O.O lumo_ev=-0.258 e_above_lowest_kcal_mol=82.85 orbital_gap_ev=9.525
C 3.837 -0.310 2.523
O 3.078 -1.470 2.368
H 4.871 -0.575 2.744
H 3.700 0.358 1.673
H 3.490 0.276 3.374
H 2.199 -1.092 2.288
C -3.657 1.183 -2.244
O -2.850 0.042 -2.107
H -3.072 2.098 -2.153
H -4.091 1.156 -3.244
H -4.420 1.270 -1.472
H -1.981 0.313 -1.802
C 0.000 2.808 -3.491
O 0.747 2.574 -4.630
H 0.008 1.929 -2.846
H 0.324 3.672 -2.911
H -1.038 3.001 -3.758
H 0.307 3.089 -5.311
C -2.197 2.444 0.734
O -3.534 3.040 0.737
H -2.226 1.372 0.537
H -1.619 2.977 -0.021
H -1.673 2.593 1.678
H -3.531 3.640 1.487
C -0.019 -4.062 -1.346
O -0.559 -5.134 -0.634
H 0.967 -4.414 -1.649
H -0.709 -3.806 -2.150
H 0.125 -3.234 -0.653
H -1.505 -5.107 -0.791
C 0.725 -4.241 2.220
O -0.141 -4.680 3.239
H 0.597 -4.985 1.433
H 0.355 -3.305 1.800
H 1.723 -4.160 2.651
H -0.880 -5.103 2.796
C 2.079 2.982 -0.195
O 0.953 2.440 0.249
H 1.937 3.990 -0.585
H 2.751 3.087 0.656
H 2.531 2.395 -0.995
H 0.637 2.868 1.048
O 0.441 -0.681 2.588
H 0.438 0.232 2.875
H 0.115 -1.171 3.343
O 0.079 -0.287 -0.312
H 0.461 0.591 -0.322
H 0.227 -0.604 0.579

(9)
60
Properties=species:S:1:pos:R:3 method="wB97M-V/def2-TZVPD" lumo_ev=-0.510 orbital_gap_ev=8.580
C -1.680 -3.664 -1.687
O -2.449 -2.941 -0.737
C -3.465 -2.131 -1.282
C -3.415 -0.691 -0.794
O -4.308 0.108 -0.893
O -2.192 -0.376 -0.292
C -1.832 0.992 -0.140
P -1.738 1.249 1.686
S -3.409 0.935 2.629
C -0.561 1.219 -0.971
I -1.198 0.887 -2.995
C 0.660 0.411 -0.498
C 1.587 1.230 0.401
I 1.914 -0.283 -2.107
H -1.307 -4.557 -1.179
H -0.827 -3.065 -2.049
H -2.290 -3.993 -2.541
H -3.392 -2.103 -2.378
H -4.464 -2.499 -0.990
H -2.612 1.689 -0.478
H -1.154 2.502 1.866
H -0.730 0.367 2.083
H -0.305 2.288 -0.953
H 0.330 -0.529 -0.039
H 1.763 2.214 -0.048
H 2.553 0.725 0.504
H 1.192 1.367 1.417
O 0.693 4.038 1.814
H 1.240 4.601 1.256
H 0.844 4.373 2.705
O 4.497 1.744 1.537
H 5.258 1.168 1.677
H 4.866 2.634 1.569
O -1.618 5.563 0.353
H -0.831 5.073 0.615
H -1.353 6.486 0.318
O 6.914 3.700 1.617
H 7.765 3.876 2.027
H 7.065 3.827 0.674
O 4.751 -1.078 2.270
H 4.195 -1.353 1.527
H 4.234 -0.421 2.747
O -4.211 -2.143 3.948
H -3.953 -1.239 3.726
H -3.517 -2.471 4.526
O 4.512 -2.788 -0.128
H 5.386 -2.650 0.254
H 4.620 -2.653 -1.074
O 3.192 2.755 -3.760
H 3.028 1.831 -3.533
H 3.273 2.772 -4.718
O -4.169 -4.144 1.627
H -3.659 -3.648 0.979
H -4.112 -3.619 2.445
O -3.676 0.841 -5.737
H -4.489 0.585 -5.292
H -3.149 1.264 -5.053
O -1.221 -6.908 0.211
H -2.085 -7.178 0.540
H -0.962 -6.190 0.796

(10)
54
Properties=species:S:1:pos:R:3 method="wB97M-V/def2-TZVPD" smiles="C=CCC(=C)CCN.O.O.O.O.O.O.O.O.O.O.O" lumo_ev=0.126 e_above_lowest_kcal_mol=97.91 orbital_gap_ev=9.685
C 1.267 2.572 0.628
C 1.519 1.829 1.759
C 2.003 0.416 1.611
C 1.678 -0.336 2.787
C 2.649 -0.565 3.730
C 0.256 -0.355 3.325
C -0.918 -0.988 2.571
N -0.622 -2.272 1.857
H 1.432 2.117 -0.309
H 1.081 3.581 0.736
H 1.561 2.327 2.730
H 3.190 0.404 1.569
H 1.736 -0.175 0.669
H 2.609 -1.029 4.711
H 3.656 -0.514 3.454
H 0.167 -0.668 4.298
H -0.127 0.756 3.347
H -1.815 -1.056 3.192
H -1.231 -0.289 1.766
H -1.446 -2.618 1.521
H -0.049 -2.919 2.421
O -3.545 -0.166 0.898
H -3.017 -0.934 0.980
H -3.825 -0.004 0.047
O 0.315 4.164 -3.142
H 0.385 4.707 -2.443
H -0.589 3.864 -2.856
O -0.110 -1.336 -0.785
H 0.785 -0.954 -0.531
H -0.669 -1.104 -0.112
O -1.317 2.546 1.520
H -0.614 1.818 1.403
H -2.182 2.057 1.298
O -0.949 -0.127 -4.288
H -0.344 0.198 -3.615
H -1.135 0.298 -5.151
O -3.429 0.020 -2.401
H -4.012 -0.191 -3.135
H -2.449 -0.014 -2.845
O 1.652 0.100 -3.444
H 2.317 0.715 -3.486
H 1.956 -0.589 -4.091
O -0.956 4.106 -0.825
H -1.927 3.829 -1.279
H -0.849 3.598 -0.038
O 4.763 -2.639 -1.091
H 4.527 -2.533 -0.132
H 4.422 -3.456 -1.361
O -4.228 -2.644 -1.053
H -3.727 -2.773 -1.868
H -4.064 -1.697 -0.973
O 1.685 -3.579 -1.274
H 1.503 -4.519 -1.164
H 1.032 -2.980 -1.141

Ordered E_tot results: -22041.62681 -22031.78472 -14767.86266 -28219.67105 -26169.33556 -43652.26670 -47187.48717 -26201.50917 -72816.79264 -31834.88933; unit eV.